[1]
DFT (ωB97M-V with the def2-TZVPD basis set) results for a structure of composition C18H19Br2CuN4O2.

XYZ file:
```
46
Properties=species:S:1:pos:R:3:forces:R:3
Cu 0.048 0.487 0.127 0.245 -0.200 -0.014
Br 0.302 -0.379 5.086 -0.021 0.008 -0.049
C 1.634 -0.370 3.759 0.032 0.002 -0.174
C 2.976 -0.552 4.140 0.069 -0.007 -0.137
C 3.983 -0.559 3.213 -0.120 0.014 -0.046
Br 5.762 -0.844 3.772 0.002 0.007 0.009
C 3.688 -0.359 1.837 0.058 -0.032 0.222
C 4.634 -0.359 0.794 0.021 0.003 -0.064
C 4.231 -0.161 -0.501 -0.081 -0.006 0.062
C 2.874 0.064 -0.762 0.090 0.024 -0.070
N 1.968 0.068 0.192 -0.087 0.059 0.011
C 2.340 -0.156 1.484 -0.048 -0.081 0.214
C 1.270 -0.184 2.436 0.292 -0.059 0.243
O 0.046 -0.027 2.014 -0.391 0.014 -0.175
H 3.201 -0.701 5.186 0.030 -0.002 0.011
H 5.676 -0.523 1.029 0.004 0.000 -0.011
H 4.935 -0.168 -1.318 0.024 0.001 -0.018
H 2.528 0.241 -1.773 -0.003 0.004 -0.009
C -4.975 1.013 -1.621 0.015 0.015 -0.006
N -3.880 0.368 -0.897 0.068 0.043 -0.022
C -4.177 -0.579 0.179 0.012 -0.036 0.019
C -2.613 0.654 -1.143 -0.129 -0.048 0.054
C -2.272 1.644 -2.214 -0.029 0.006 -0.006
O -1.727 0.067 -0.465 -0.009 0.016 0.102
H -5.913 0.678 -1.193 -0.006 0.011 0.002
H -4.962 0.740 -2.675 -0.027 0.011 0.001
H -4.921 2.097 -1.523 -0.013 -0.003 -0.032
H -5.237 -0.808 0.158 0.000 -0.004 0.006
H -3.912 -0.148 1.145 -0.001 -0.033 -0.004
H -3.603 -1.492 0.039 -0.014 0.007 0.027
H -2.920 1.542 -3.082 0.015 -0.002 0.011
H -1.241 1.501 -2.521 0.052 0.004 0.004
H -2.384 2.660 -1.829 0.002 0.015 0.011
N -1.209 2.601 1.793 -0.040 0.135 -0.052
C -0.550 3.241 0.791 -0.065 0.069 0.073
C -0.615 4.642 0.644 0.006 -0.073 0.004
C 0.053 5.240 -0.390 0.011 -0.036 -0.012
C 0.799 4.458 -1.283 -0.007 -0.031 0.031
C 0.811 3.105 -1.081 0.030 0.113 -0.094
N 0.137 2.495 -0.087 -0.001 0.150 -0.178
H -1.610 3.177 2.513 0.006 -0.013 0.025
H -0.870 1.690 2.095 0.004 -0.094 0.068
H -1.177 5.225 1.360 -0.015 0.002 0.016
H 0.015 6.314 -0.507 0.001 0.013 -0.005
H 1.352 4.898 -2.098 0.017 0.001 -0.015
H 1.376 2.450 -1.733 0.002 0.011 -0.031
```
Positions in Å, forces in eV/Å.

## Properties
2S+1	2
LUMO energy (alpha / beta)	-0.10893 / -0.16452	Eh
charge	+1
calculated total energy	-213750.644	eV
strongest force on any atom	0.4	eV/A
relative energy (zero: lowest compared OMol25 entry of this formula, charge and spin)	0.0	kJ/mol



[2]
DFT (ωB97M-V with the def2-TZVPD basis set) results for a cluster of 2 separate species, C4H13N3 in total in a non-equilibrium geometry.

XYZ file:
```
20
Properties=species:S:1:pos:R:3:forces:R:3
C 2.158 0.405 0.239 1.667 -0.031 0.237
C -0.512 -1.742 -0.623 -3.820 1.057 1.331
C -1.589 0.327 0.498 0.265 1.837 -0.947
C -0.664 -0.292 -0.451 -1.235 -2.067 1.572
N 2.748 -0.197 1.230 -1.149 -0.587 0.537
N 2.884 0.917 -0.707 -1.032 1.153 -1.819
N -2.868 1.083 0.012 2.387 -5.187 -2.181
H 0.093 -1.953 -1.420 2.827 -1.002 -0.996
H -0.558 -2.164 0.394 0.856 -0.760 -0.709
H -1.436 -2.161 -1.127 0.001 0.488 0.771
H -1.137 1.034 1.136 1.011 1.210 0.344
H -1.879 -0.357 1.158 -1.866 -3.047 2.575
H -0.165 0.324 -1.033 2.168 2.892 -3.205
H 2.219 -0.500 2.011 -0.598 -0.182 0.762
H 3.624 -0.673 1.173 0.895 -0.016 -0.377
H 2.355 1.444 -1.417 0.845 -0.485 0.182
H 3.923 0.962 -0.779 -1.036 -0.096 0.442
H -3.114 1.622 0.747 -1.785 2.470 2.828
H -3.534 0.344 -0.269 -0.261 0.889 0.198
H -2.549 1.579 -0.770 -0.141 1.466 -1.544
```
Positions in Å, forces in eV/Å.

## Properties
LUMO energy (alpha / beta)	-0.32207 / -0.37869	Eh
charge	+2
calculated total energy	-8807.964	eV
strongest force on any atom	6.1	eV/A
relative energy (zero: lowest compared OMol25 entry of this formula, charge and spin)	541.6	kJ/mol



[3]
DFT (ωB97M-V with the def2-TZVPD basis set) results for an isolated molecule of C4H6O2 in a non-equilibrium geometry.

XYZ file:
```
12
Properties=species:S:1:pos:R:3:forces:R:3
C 0.151 0.199 -1.214 -1.130 -0.041 -0.454
C -0.247 0.373 0.287 0.400 -0.095 -0.023
C -1.191 -0.678 0.846 -0.024 0.051 0.145
O -2.162 -0.410 1.515 0.532 -0.004 -0.515
C 1.161 0.171 0.701 0.341 -0.125 0.920
O 1.640 -0.922 0.891 0.129 0.580 0.326
H 0.699 1.058 -1.631 -0.241 -0.295 0.346
H 0.655 -0.739 -1.484 -0.238 0.328 0.406
H -0.855 0.196 -1.558 -0.600 -0.003 -1.697
H -0.700 1.372 0.392 0.490 -0.317 0.295
H -0.897 -1.725 0.651 -0.090 0.037 -0.010
H 1.745 1.104 0.604 0.431 -0.115 0.263
```
Positions in Å, forces in eV/Å.

## Properties
LUMO energy	0.02911	Eh
calculated total energy	-8338.696	eV
strongest force on any atom	1.8	eV/A
SMILES	CC(C=O)C=O
relative energy (zero: lowest compared OMol25 entry of this formula, charge and spin)	170.3	kJ/mol



[4]
DFT (ωB97M-V with the def2-TZVPD basis set) results for an isolated molecule of C23H29NO3.

XYZ file:
```
56
Properties=species:S:1:pos:R:3:forces:R:3
C 1.326 6.778 2.973 -0.072 -0.173 -0.163
C 1.366 5.560 2.057 0.178 0.043 0.041
C 2.569 4.652 2.319 -0.390 -0.213 0.154
C 2.430 3.856 3.620 0.469 0.316 -0.176
O 1.302 3.003 3.620 -0.261 -0.175 -0.005
C 1.327 1.839 2.926 -0.187 -0.265 -0.071
C 2.427 1.308 2.256 0.071 0.306 0.176
C 2.315 0.094 1.607 -0.218 -0.241 -0.075
C 1.118 -0.614 1.588 0.273 0.235 0.112
C 0.022 -0.086 2.270 0.155 -0.011 -0.091
C 0.128 1.119 2.928 0.067 0.241 0.073
H -0.710 1.531 3.468 -0.091 0.041 0.067
H -0.914 -0.623 2.318 -0.084 -0.041 0.011
C 1.097 -1.907 0.850 -0.229 -0.077 0.079
O 2.110 -2.538 0.610 0.267 -0.005 -0.097
N -0.135 -2.336 0.469 -0.245 0.036 0.044
H -0.922 -1.713 0.559 0.139 0.035 0.040
C -0.319 -3.477 -0.388 0.067 -0.187 -0.195
H -1.122 -4.104 0.016 0.065 -0.028 -0.070
H 0.619 -4.037 -0.369 -0.129 -0.029 -0.035
C -0.668 -3.071 -1.842 0.294 -0.251 0.278
C -1.927 -2.220 -1.766 -0.024 0.045 -0.049
C -3.184 -2.813 -1.674 0.010 0.002 -0.015
C -4.332 -2.054 -1.534 -0.098 -0.026 0.033
C -4.254 -0.674 -1.464 -0.051 0.050 0.009
C -3.013 -0.068 -1.530 -0.053 0.109 0.042
C -1.867 -0.831 -1.675 0.015 -0.013 -0.050
H -0.918 -0.319 -1.717 0.106 0.007 -0.040
H -2.930 1.007 -1.466 0.002 0.088 0.001
H -5.149 -0.080 -1.355 -0.076 0.049 0.004
H -5.292 -2.545 -1.474 -0.080 -0.040 0.004
H -3.285 -3.887 -1.711 0.017 -0.112 -0.026
C -0.858 -4.340 -2.690 -0.085 0.294 -0.224
H -1.684 -4.954 -2.337 -0.032 -0.068 0.042
C -1.084 -3.957 -4.154 -0.177 -0.320 0.116
H -1.179 -4.849 -4.777 -0.086 0.067 0.064
O 0.006 -3.239 -4.680 0.131 -0.085 -0.100
C 0.248 -2.055 -3.954 0.188 0.272 0.186
C 0.526 -2.340 -2.477 -0.228 0.027 -0.275
H 0.769 -1.415 -1.957 0.044 0.035 0.038
H 1.402 -2.988 -2.405 0.026 0.020 0.051
H 1.115 -1.591 -4.428 -0.097 0.050 0.063
H -0.617 -1.379 -4.051 0.117 -0.030 -0.043
H -2.006 -3.359 -4.242 0.069 -0.089 -0.042
H 0.053 -4.938 -2.624 0.009 -0.050 0.038
H 3.166 -0.329 1.095 0.063 -0.042 -0.029
H 3.375 1.822 2.241 0.053 0.083 0.002
H 2.257 4.534 4.459 0.083 -0.102 -0.048
H 3.346 3.289 3.824 -0.114 0.027 0.048
H 2.670 3.953 1.486 0.124 0.003 0.009
H 3.481 5.248 2.375 0.091 -0.016 -0.024
H 1.406 5.900 1.020 -0.073 -0.050 -0.009
H 0.452 4.977 2.183 -0.031 -0.002 -0.117
H 0.488 7.418 2.708 -0.056 0.110 0.061
H 2.243 7.356 2.880 0.084 0.103 0.031
H 1.208 6.484 4.013 -0.012 0.046 0.154
```
Positions in Å, forces in eV/Å.

## Properties
LUMO energy	0.02412	Eh
calculated total energy	-31954.920	eV
strongest force on any atom	0.6	eV/A
SMILES	CCCCOc1ccc(C(=O)NCC2(c3ccccc3)CCOCC2)cc1
relative energy (zero: lowest compared OMol25 entry of this formula, charge and spin)	143.7	kJ/mol



[5]
DFT (ωB97M-V with the def2-TZVPD basis set) results for a structure of composition C20H15Cl2IrN7O3S.

XYZ file:
```
49
Properties=species:S:1:pos:R:3:forces:R:3
Ir 0.648 0.157 0.368 -0.213 -0.213 -0.406
Cl 0.639 4.234 5.939 0.013 0.005 0.001
C -0.054 3.219 4.751 -0.117 -0.003 -0.012
C 0.764 2.446 3.960 0.043 -0.030 -0.085
C 0.252 1.607 2.962 -0.034 -0.043 0.144
N 1.095 0.998 2.045 0.370 0.128 -0.050
C 2.512 1.004 2.233 -0.269 -0.179 0.094
O 3.068 0.847 3.279 0.071 0.137 0.048
C 3.239 1.238 0.942 0.084 0.095 0.079
C 4.506 1.780 0.933 -0.003 -0.052 -0.018
C 5.048 2.148 -0.292 -0.018 -0.010 -0.018
C 4.295 1.965 -1.441 0.018 -0.005 -0.012
C 3.045 1.377 -1.348 0.047 -0.001 0.012
N 2.533 0.996 -0.175 -0.013 0.284 0.080
C -1.146 1.502 2.830 0.016 0.080 0.045
C -1.966 2.318 3.606 -0.047 -0.039 0.008
C -1.437 3.175 4.551 0.087 0.004 0.016
Cl -2.500 4.149 5.468 -0.007 0.009 0.010
N -1.738 0.514 1.973 -0.068 -0.129 -0.019
C -3.151 0.250 1.943 0.022 -0.049 0.017
O -4.037 0.825 2.481 -0.024 0.016 -0.029
C -3.291 -0.950 1.089 0.056 0.079 -0.031
C -4.402 -1.650 0.780 -0.040 0.060 0.037
C -4.214 -2.851 0.069 0.044 -0.047 0.006
C -2.944 -3.295 -0.195 -0.055 -0.012 -0.043
C -1.826 -2.539 0.187 0.029 0.117 0.133
N -2.028 -1.317 0.724 -0.122 -0.269 -0.059
H 1.829 2.511 4.112 -0.015 0.020 0.006
H 5.030 1.925 1.867 -0.015 -0.003 0.009
H 6.031 2.595 -0.343 0.001 -0.001 -0.010
H 4.663 2.279 -2.407 0.004 0.005 0.001
H 2.426 1.220 -2.220 0.034 0.128 0.032
H -3.035 2.297 3.507 0.013 -0.013 -0.007
H -5.372 -1.294 1.098 -0.004 -0.014 -0.006
H -5.064 -3.454 -0.220 -0.004 0.009 -0.010
H -2.778 -4.258 -0.660 0.004 0.004 -0.011
H -0.583 -3.857 -0.302 0.065 -0.031 0.066
N 2.828 -2.025 -0.757 0.015 -0.096 0.019
N 2.731 -1.569 -2.070 0.025 -0.097 0.037
C 1.676 -1.013 -2.656 -0.157 -0.121 -0.080
N 1.739 -0.806 -3.971 -0.017 -0.050 0.026
S 0.208 -0.552 -1.867 -0.024 -0.001 0.284
H 2.819 -1.245 -0.109 0.067 -0.101 -0.097
H 2.049 -2.632 -0.538 -0.031 -0.041 -0.015
H 3.538 -1.796 -2.635 -0.002 0.004 0.001
H 2.459 -1.216 -4.547 0.003 0.014 0.008
H 0.956 -0.377 -4.437 0.002 0.025 -0.002
O -0.596 -2.993 0.137 0.080 0.153 -0.194
C -1.062 -0.277 1.095 0.084 0.275 -0.004
```
Positions in Å, forces in eV/Å.

## Properties
2S+1	2
LUMO energy (alpha / beta)	-0.29106 / -0.29085	Eh
charge	+2
calculated total energy	-76261.481	eV
strongest force on any atom	0.5	eV/A
relative energy (zero: lowest compared OMol25 entry of this formula, charge and spin)	115.9	kJ/mol